# C44H72HgNOPSb2

A molecular structure, C44H72HgNOPSb2 (wB97M-V/def2-TZVPD, the OMol25 dataset).

The geometry in XYZ format:
```
122
Properties=species:S:1:pos:R:3
Hg -0.2497 -0.2498 -0.2135
C 0.4279 -2.7431 -3.4508
C 1.9033 -2.9818 -3.1103
C 2.7668 -2.8851 -4.3712
C 2.3981 -2.0300 -2.0457
C 2.1967 -0.6591 -2.1610
C 2.5642 0.2319 -1.1508
C 2.4961 1.7241 -1.4375
C 3.8353 2.1672 -2.0515
C 1.3938 2.1316 -2.4173
C 3.1253 -0.2804 0.0364
C 3.5524 -1.6212 0.0566
C 3.1365 -2.4786 -0.9620
C 4.5889 -2.0931 1.0715
C 4.7374 -3.6119 1.1976
C 5.9580 -1.5275 0.6548
C 3.3537 0.5726 1.2564
C 4.4631 1.4185 1.2856
C 4.8239 2.1299 2.4161
C 4.0698 2.0050 3.5705
C 2.9390 1.2091 3.5552
C 2.5426 0.5015 2.4164
P 0.9064 -0.3448 2.4479
C 1.0954 -1.9340 3.4585
C 1.3557 -3.0297 2.4276
C -0.2036 -2.3191 4.1723
C 2.2411 -1.8648 4.4663
C -0.2609 0.8212 3.3775
C -1.6937 0.2930 3.1774
C -0.1625 2.1530 2.6267
C -0.0164 1.0628 4.8794
H 0.0508 -3.5469 -4.0843
H 0.2967 -1.8044 -3.9933
H -0.1931 -2.7028 -2.5520
H 1.9994 -3.9978 -2.7143
H 2.7147 -1.8803 -4.7960
H 2.4221 -3.5910 -5.1283
H 3.8118 -3.1062 -4.1507
H 1.7583 -0.2730 -3.0718
H 2.3514 2.2584 -0.4929
H 3.9391 1.7415 -3.0519
H 4.6945 1.8393 -1.4699
H 3.8747 3.2542 -2.1389
H 1.6001 1.7557 -3.4208
H 1.3502 3.2188 -2.4907
H 0.4086 1.7731 -2.1172
H 3.3998 -3.5281 -0.9157
H 4.3396 -1.6781 2.0524
H 5.1549 -4.0370 0.2832
H 3.8000 -4.1201 1.4143
H 5.4351 -3.8365 2.0046
H 6.1742 -1.8005 -0.3800
H 6.7427 -1.9425 1.2892
H 5.9967 -0.4428 0.7401
H 5.0700 1.5097 0.3960
H 5.6998 2.7651 2.3966
H 4.3562 2.5251 4.4751
H 2.3583 1.1283 4.4609
H 0.4464 -3.2154 1.8587
H 1.6489 -3.9547 2.9345
H 2.1320 -2.7544 1.7241
H -1.0395 -2.3736 3.4742
H -0.4647 -1.6505 4.9892
H -0.0660 -3.3182 4.5965
H 3.2045 -1.7053 3.9813
H 2.2899 -2.8142 5.0069
H 2.1028 -1.0736 5.2030
H -1.8404 -0.1506 2.1928
H -2.3930 1.1293 3.2687
H -1.9710 -0.4429 3.9263
H -0.3826 2.0135 1.5664
H 0.8258 2.6062 2.7107
H -0.8971 2.8527 3.0361
H 0.4524 0.2249 5.3911
H -0.9746 1.2448 5.3713
H 0.5977 1.9472 5.0458
C -5.2513 -0.8711 -0.1651
Sb -3.5084 0.3707 -0.3174
C -3.4623 0.3557 -2.4564
C -4.6093 2.2573 0.0154
C -4.5919 3.2294 -1.1212
C -5.4174 2.9537 -2.2174
C -5.4962 3.7923 -3.3105
C -4.7444 4.9605 -3.3234
C -3.9382 5.2578 -2.2420
C -3.8375 4.4108 -1.1318
C -2.9304 4.8182 -0.0144
Sb -0.8721 4.2604 -0.4241
C -0.0948 5.5681 1.1007
C -0.5436 5.6777 -2.0042
H -5.6037 -0.9419 0.8622
H -4.9993 -1.8662 -0.5297
H -6.0274 -0.4376 -0.7942
H -4.4622 0.1799 -2.8489
H -2.7999 -0.4501 -2.7730
H -3.0861 1.3054 -2.8345
H -4.2425 2.6551 0.9571
H -5.6219 1.8810 0.1650
H -6.0290 2.0576 -2.1884
H -6.1500 3.5520 -4.1384
H -4.7982 5.6378 -4.1655
H -3.3699 6.1807 -2.2375
H -3.1758 4.3591 0.9412
H -2.9110 5.9010 0.1109
H -0.3772 6.5923 0.8598
H 0.9914 5.4991 1.1589
H -0.5117 5.2992 2.0709
H -0.9588 6.6466 -1.7294
H -0.9957 5.3322 -2.9326
H 0.5313 5.7820 -2.1560
C -1.7876 -5.8265 1.4739
N -1.4124 -4.6952 0.6453
C -0.3128 -4.8792 -0.2859
C -2.1251 -3.5599 0.6522
O -1.9152 -2.5848 -0.0597
H -2.2641 -6.6104 0.8822
H -2.4783 -5.5053 2.2512
H -0.8987 -6.2431 1.9483
H -0.6185 -5.4960 -1.1342
H 0.5169 -5.3690 0.2239
H 0.0135 -3.9087 -0.6511
H -2.9559 -3.5786 1.3743
```

## Properties
spin multiplicity = 2
Kohn-Sham gap (spin up / spin down) = 7.50 / 5.64 eV
net charge = +1
lowest unoccupied orbital energy (spin up / spin down) = -1.77 / -4.26 eV
max |F| = 0.5 eV Å⁻¹
HOMO level (spin up / spin down) = -9.27 / -9.91 eV
ΔE to the lowest compared entry with this formula, charge and spin = 0.000 eV
<S²> = 0.758

Atom charges from the Mulliken analysis, given in e for atoms 1 to 8: 1.6906, -1.3892, 0.0231, -1.5650, -0.3383, 0.3831, -0.5309, 0.8331

# C44H73N3O10S2

6 unconnected molecules or ions with the total composition C44H73N3O10S2 in a non-equilibrium geometry (wB97M-V/def2-TZVPD, the OMol25 dataset).

The geometry in XYZ format:
```
132
Properties=species:S:1:pos:R:3
C -0.0817 0.4447 3.0038
C -0.2389 1.8903 3.5195
C 0.9564 2.8048 3.1898
C 0.8064 3.6824 1.9276
C 0.0134 3.0202 0.8025
C 0.2239 3.6144 -0.5933
C -0.4228 2.6884 -1.6475
C 0.6028 1.8033 -2.3676
N 0.2031 0.3811 -2.5026
C 1.0048 -0.2723 -3.5562
C 2.4659 -0.4239 -3.1157
C 3.0312 -1.8030 -3.4755
C 4.4997 -1.9651 -3.0645
C 4.8782 -3.3931 -2.6519
C 4.4742 -4.4584 -3.6760
C 5.2182 -5.7963 -3.4754
C 4.3160 -7.0088 -3.7091
C -1.1863 0.2195 -2.7660
S -2.0324 0.9524 -3.9271
S -1.9611 -0.9530 -1.6342
C -3.2079 0.1216 -0.8552
C -4.0756 -0.6833 0.1100
C -3.2471 -1.2456 1.2858
C -3.4193 -2.7561 1.5430
C -3.3086 -3.5225 0.2935
N -3.2065 -4.1065 -0.6821
C -2.3188 -3.2558 2.5218
C -2.7357 -4.4134 3.3213
N -3.0251 -5.3197 3.9495
H 0.9738 0.2167 2.8322
H -0.5013 -0.2811 3.7050
H -0.5741 0.3219 2.0322
H -0.3144 1.8321 4.6115
H -1.1831 2.3278 3.1902
H 1.1199 3.4680 4.0383
H 1.8426 2.1714 3.0704
H 1.8072 3.9226 1.5592
H 0.3022 4.6104 2.2180
H -1.0596 3.0953 1.0225
H 0.2542 1.9499 0.7484
H -0.2130 4.6150 -0.6602
H 1.2965 3.7160 -0.7909
H -0.9555 3.2940 -2.3836
H -1.1503 2.0637 -1.1252
H 0.8563 2.2396 -3.3438
H 1.5254 1.7892 -1.7806
H 0.5712 -1.2638 -3.7339
H 0.9168 0.2880 -4.4980
H 2.5454 -0.2557 -2.0392
H 3.0757 0.3312 -3.6246
H 2.4045 -2.5696 -3.0043
H 2.9362 -1.9345 -4.5592
H 4.7337 -1.2729 -2.2487
H 5.1449 -1.6836 -3.9061
H 4.3864 -3.6249 -1.6984
H 5.9600 -3.4428 -2.4882
H 3.3989 -4.6507 -3.5816
H 4.6215 -4.0832 -4.6949
H 5.6086 -5.8259 -2.4540
H 6.0584 -5.8386 -4.1738
H 3.4457 -6.9690 -3.0466
H 4.8423 -7.9484 -3.5245
H 3.9403 -7.0206 -4.7367
H -3.8002 0.5914 -1.6420
H -2.6920 0.8972 -0.2819
H -4.6123 -1.4787 -0.4145
H -4.8225 0.0115 0.5046
H -3.5065 -0.7397 2.2196
H -2.1845 -1.0594 1.1033
H -4.4094 -2.9515 1.9627
H -2.0919 -2.4451 3.2202
H -1.4221 -3.5298 1.9647
O -1.8659 4.4626 4.8718
C -1.2050 4.8946 5.7683
O 0.1434 5.0101 5.6844
C 0.6897 5.4643 6.9331
C -0.4647 6.1631 7.6439
C -1.6660 5.3733 7.1324
H 1.0494 4.5934 7.4855
H 1.5303 6.1183 6.7147
H -0.3546 6.1633 8.7261
H -0.5320 7.1986 7.3078
H -1.8732 4.4922 7.7430
H -2.5780 5.9556 7.0354
O 3.8362 2.7784 -1.2402
C 4.5458 2.6453 -0.2858
O 4.1933 3.0827 0.9454
C 5.2646 2.8780 1.8817
C 6.1191 1.7711 1.2730
C 5.9246 2.0157 -0.2211
H 5.8121 3.8176 1.9841
H 4.8262 2.6130 2.8407
H 7.1549 1.8083 1.6036
H 5.7079 0.7987 1.5476
H 6.6405 2.7361 -0.6217
H 5.9535 1.1165 -0.8309
O -8.2399 -3.8640 -5.0761
C -7.3461 -4.2040 -4.3577
O -6.5282 -3.3159 -3.7460
C -5.4918 -4.0027 -3.0184
C -6.0457 -5.3975 -2.7564
C -6.9283 -5.6145 -3.9821
H -4.5918 -4.0236 -3.6356
H -5.2764 -3.4410 -2.1158
H -5.2621 -6.1400 -2.6253
H -6.6599 -5.3885 -1.8545
H -6.3726 -6.0336 -4.8233
H -7.8063 -6.2285 -3.8012
O 3.3785 -0.9614 4.0876
C 2.7101 -1.9491 4.0022
O 1.5621 -2.1137 4.7039
C 1.0199 -3.4242 4.4739
C 1.6136 -3.8795 3.1447
C 2.9688 -3.1808 3.1553
H 1.3164 -4.0658 5.3060
H -0.0654 -3.3555 4.4613
H 1.6643 -4.9622 3.0540
H 1.0117 -3.4951 2.3189
H 3.7364 -3.7755 3.6544
H 3.3286 -2.8907 2.1719
O -2.0952 5.5390 -1.8290
C -2.7472 5.2953 -2.8014
O -2.2618 5.4491 -4.0572
C -3.2842 5.1711 -5.0292
C -4.2954 4.2878 -4.3066
C -4.1771 4.7936 -2.8722
H -3.7188 6.1217 -5.3477
H -2.8154 4.6914 -5.8847
H -5.2972 4.3573 -4.7252
H -3.9768 3.2471 -4.3584
H -4.8384 5.6398 -2.6747
H -4.3433 4.0332 -2.1136
```

## Properties
Kohn-Sham gap = 7.93 eV
lowest unoccupied orbital energy = -0.29 eV
max |F| = 1.1 eV Å⁻¹
HOMO level = -8.22 eV

Atom charges from the Mulliken analysis, given in e for atoms 1 to 8: -0.3901, -0.6400, -0.4807, -0.9155, 0.3456, -1.2442, 1.0494, -0.3460

# C44H78Br2F2N3O36S8

9 unconnected molecules or ions with the total composition C44H78Br2F2N3O36S8 in a non-equilibrium geometry (wB97M-V/def2-TZVPD, the OMol25 dataset).

The geometry in XYZ format:
```
173
Properties=species:S:1:pos:R:3
C 2.3398 -1.5358 6.1629
C 1.3820 -1.5430 5.4279
C 0.1712 -1.4542 4.5804
N 0.3091 -1.4168 3.0521
N -1.0704 -1.6634 2.7780
C -1.7603 -2.2086 1.6464
C -3.2336 -2.5648 2.0733
C -4.0004 -2.8290 0.7298
C -5.3705 -3.5295 0.9353
C 1.1029 -2.5485 2.4751
O 0.9443 -3.6676 3.3153
C 0.0144 -4.6573 2.8700
C 0.3099 -5.9860 3.6464
C 2.6398 -2.3454 2.0882
C 3.5792 -2.4979 3.3142
C 5.0849 -2.8646 3.2200
N 5.4190 -4.2363 3.6798
C 2.9688 -3.4718 1.0117
Br 3.0605 -5.3048 1.7346
C 4.2786 -3.2510 0.1587
C 5.3685 -4.3582 0.1745
C 2.7576 -0.9857 1.2761
C 3.9964 -0.0794 1.5606
C 4.7267 0.3535 0.2153
C 5.2130 1.8444 0.3916
C 1.3852 -0.1650 1.1256
F 1.8664 1.0780 0.6487
C 0.5577 -0.6234 -0.1038
C -0.3837 0.4214 -0.7649
O -1.5712 0.3760 -0.7495
Br 0.3345 1.8993 -1.8696
C 0.6207 -0.0141 2.5066
C -0.6657 0.8939 2.3512
C -0.4090 2.3647 1.9176
O -1.3667 3.0660 1.7211
C 1.5489 0.8751 3.3932
C 1.0581 1.5622 4.6593
O 0.1306 2.2791 4.8464
F 1.8784 1.3821 5.7614
H 3.2335 -1.5380 6.7729
H -0.4626 -2.3031 4.8909
H -0.3998 -0.5739 4.9469
H -1.7399 -1.3556 3.4635
H -1.4081 -3.1309 1.1369
H -1.9109 -1.4968 0.7981
H -3.2748 -3.4803 2.6895
H -3.6904 -1.6993 2.6006
H -3.3450 -3.5310 0.1655
H -4.0567 -1.9118 0.1174
H -5.9447 -3.3985 -0.0045
H -5.2425 -4.6220 1.0565
H -5.9398 -3.0945 1.7752
H 0.7195 -2.9236 1.5041
H -1.0025 -4.3569 3.2051
H 0.0370 -4.9163 1.7960
H 0.3143 -6.8499 2.9625
H -0.4238 -6.1565 4.4502
H 1.3116 -5.9568 4.1129
H 3.1833 -3.1517 4.1161
H 3.5734 -1.4960 3.7992
H 5.6004 -2.2399 3.9977
H 5.6291 -2.5887 2.3029
H 4.8322 -4.5030 4.4618
H 6.4060 -4.3034 3.8975
H 2.1641 -3.5392 0.2471
H 4.0144 -3.1280 -0.9148
H 4.8077 -2.3068 0.3993
H 6.2086 -3.9481 -0.4363
H 5.0799 -5.2775 -0.3659
H 5.8126 -4.5619 1.1617
H 2.8998 -1.2157 0.1992
H 3.7834 0.8767 2.0639
H 4.8119 -0.5412 2.1414
H 4.0379 0.3568 -0.6450
H 5.6448 -0.2369 0.0584
H 6.1178 2.0626 -0.2016
H 4.3823 2.5193 0.0966
H 5.4212 2.0842 1.4542
H 0.1315 -1.6372 -0.0668
H 1.3073 -0.7202 -0.9278
H -1.1703 0.8696 3.3377
H -1.4064 0.5257 1.6253
H 0.5940 2.8270 1.7715
H 2.0385 1.7053 2.8454
H 2.4194 0.2477 3.6835
C -1.0240 -11.5809 4.2822
C -0.0594 -10.9399 5.2595
O 0.3124 -9.6987 4.6469
S -0.9311 -9.1474 3.7938
O -1.6285 -8.1908 4.5828
O -0.4798 -8.8706 2.4747
O -1.8030 -10.4974 3.7652
H -0.4930 -12.0475 3.4495
H -1.6674 -12.3174 4.7584
H 0.8178 -11.5535 5.4413
H -0.5490 -10.7152 6.2105
C -3.0047 4.5603 -1.6429
C -2.0529 5.1697 -0.6360
O -1.5924 6.3951 -1.2509
S -2.7923 6.9782 -2.1594
O -3.4886 7.9731 -1.4242
O -2.2736 7.2135 -3.4632
O -3.7100 5.6629 -2.2053
H -2.4598 4.0567 -2.4464
H -3.7012 3.8605 -1.1857
H -1.2217 4.5169 -0.4135
H -2.5673 5.4310 0.2914
C -2.0051 5.3039 -5.9896
C -0.6954 5.9903 -6.3078
O 0.0373 5.0410 -7.0920
S -0.9957 4.1676 -7.9622
O -1.0708 4.7134 -9.2691
O -0.7294 2.7915 -7.7258
O -2.3420 4.5768 -7.1743
H -1.8897 4.5870 -5.1727
H -2.7914 6.0120 -5.7396
H -0.1405 6.2595 -5.4122
H -0.8529 6.8810 -6.9186
C -5.7953 4.8073 -7.5705
C -6.7341 3.6661 -7.8983
O -7.1687 3.1761 -6.6253
S -7.2343 4.3988 -5.5761
O -8.5760 4.8604 -5.5029
O -6.4948 4.0403 -4.4163
O -6.3826 5.4625 -6.4419
H -4.8110 4.4392 -7.2754
H -5.6867 5.5034 -8.3997
H -6.2488 2.8771 -8.4679
H -7.6125 4.0198 -8.4443
C 2.9352 7.9001 -1.0367
C 3.7758 6.6407 -0.9686
O 2.8248 5.5737 -0.8870
S 1.4965 5.9829 -1.7129
O 1.5713 5.3974 -3.0051
O 0.3689 5.8168 -0.8692
O 1.8114 7.5519 -1.8523
H 2.5650 8.1852 -0.0494
H 3.4771 8.7355 -1.4740
H 4.4406 6.6292 -0.1081
H 4.3611 6.5048 -1.8813
C 4.0237 -7.7156 7.1852
C 5.0517 -8.8285 7.2124
O 4.5082 -9.8443 6.3653
S 3.6545 -9.1561 5.1833
O 4.4701 -9.0676 4.0269
O 2.3590 -9.7427 5.1600
O 3.5449 -7.6851 5.8361
H 3.1797 -7.9385 7.8420
H 4.4499 -6.7527 7.4589
H 5.2212 -9.2147 8.2146
H 6.0024 -8.5019 6.7839
C -10.0477 3.0080 -1.0059
C -8.9531 2.4178 -0.1402
O -8.0696 1.7719 -1.0589
S -8.0643 2.5937 -2.4575
O -6.9477 3.4603 -2.4800
O -8.3374 1.6808 -3.5093
O -9.3829 3.4762 -2.1801
H -10.7707 2.2449 -1.3042
H -10.5687 3.8265 -0.5138
H -9.3366 1.7060 0.5876
H -8.3919 3.2004 0.3774
C 3.4721 8.5713 -8.5879
C 4.2932 7.3038 -8.4658
O 3.3297 6.2524 -8.3625
S 2.0190 6.6434 -9.2183
O 2.1062 6.0175 -10.4867
O 0.8836 6.5082 -8.3776
O 2.3575 8.2134 -9.4054
H 3.0927 8.8934 -7.6147
H 4.0324 9.3846 -9.0443
H 4.9454 7.3121 -7.5955
H 4.8895 7.1299 -9.3648
```

## Properties
Kohn-Sham gap = 8.70 eV
net charge = +1
lowest unoccupied orbital energy = -2.44 eV
max |F| = 3.9 eV Å⁻¹
HOMO level = -11.15 eV

Atom charges from the Mulliken analysis, given in e for atoms 1 to 8: -0.1240, -1.4391, -0.1108, 2.3655, -0.6245, -0.2706, -0.7193, -0.4452